ORCA calculation (wB97M-V/def2-TZVPD) on a molecular structure, C38H74AsF8O20S6.

Structure (XYZ):
```
147
Properties=species:S:1:pos:R:3
As -0.27820 -0.05036 -0.91998
F -0.83401 -0.12211 0.72154
F 1.21604 -0.80488 -0.44842
F 0.31923 -0.07534 -2.54912
F -1.74855 0.65975 -1.44418
F 0.41884 1.49635 -0.62396
F -0.92500 -1.64889 -1.12140
C 2.78521 -5.42664 -2.94928
C 1.43761 -4.70072 -2.95659
C 1.57693 -3.59277 -1.89112
O 2.97559 -3.55820 -1.57392
C 3.71100 -4.29078 -2.53540
H 3.10870 -5.85029 -3.89707
H 2.77881 -6.19047 -2.16875
H 0.58203 -5.33929 -2.74395
H 1.29266 -4.23460 -3.93492
H 1.06484 -3.79495 -0.95098
H 1.25650 -2.62095 -2.26666
H 4.67881 -4.50875 -2.08453
H 3.92020 -3.67264 -3.42432
C 0.35415 -3.32190 3.37842
C 0.72767 -2.71130 4.72914
C 2.12214 -2.11678 4.44541
O 2.26085 -2.08312 3.01595
C 1.00862 -2.35673 2.41157
H -0.71942 -3.49254 3.26363
H 0.77828 -4.32816 3.29287
H 0.79245 -3.47407 5.50517
H 0.01530 -1.95011 5.04699
H 2.86940 -2.80694 4.84658
H 2.23948 -1.11601 4.83636
H 1.15915 -2.80225 1.42951
H 0.38129 -1.46543 2.31197
O 5.06187 0.84810 1.09083
S 5.66178 -0.43144 0.84623
O 6.80782 -0.53798 0.01723
O 6.13194 -1.07127 2.23007
C 5.14499 -1.21822 3.28596
C 5.93957 -1.43247 4.55414
C 4.38393 -1.54412 0.36160
H 4.52984 -2.07694 3.03578
H 4.53889 -0.31662 3.38023
H 6.59491 -2.29935 4.49498
H 5.24878 -1.53351 5.39340
H 6.56080 -0.55610 4.74580
H 3.97053 -1.11708 -0.54828
H 3.65729 -1.59252 1.16776
H 4.80776 -2.50694 0.09604
O 4.52770 -0.11762 -5.42822
S 4.02203 0.45501 -4.22781
O 4.85199 1.27746 -3.41997
O 2.73861 1.29473 -4.64788
C 2.23231 2.21738 -3.67845
C 1.18245 3.07628 -4.38139
C 3.31250 -0.85864 -3.29725
H 2.99066 2.97789 -3.47831
H 1.79454 1.80641 -2.77316
H 1.49475 3.39815 -5.37224
H 0.89032 3.92792 -3.77578
H 0.28646 2.45516 -4.51780
H 2.83160 -0.53558 -2.37914
H 4.13124 -1.54865 -3.11329
H 2.58503 -1.32483 -3.95789
O 1.46659 1.70817 4.41742
S 2.11783 2.57847 3.49416
O 1.75922 3.95800 3.42190
O 3.66812 2.48240 3.85967
C 4.56486 3.32972 3.10907
C 5.97097 2.98444 3.54953
C 2.08583 1.85161 1.89367
H 4.36980 4.39257 3.24733
H 4.45728 3.09395 2.04796
H 6.70333 3.38867 2.85209
H 6.11016 1.90728 3.62796
H 6.17794 3.40032 4.53879
H 2.23248 2.59690 1.11949
H 1.05335 1.50749 1.77418
H 2.72511 0.98043 1.83259
O -4.60745 3.37399 -0.58132
S -4.00277 3.59851 0.68854
O -3.65264 4.90357 1.11847
O -4.97544 3.02491 1.80477
C -5.81728 1.87525 1.49571
C -6.88848 1.84236 2.55123
C -2.60708 2.55640 0.93424
H -5.15262 1.00217 1.52419
H -6.16843 1.94053 0.46693
H -6.43957 1.88992 3.54211
H -7.52544 0.96783 2.43326
H -7.50510 2.73917 2.45960
H -1.84866 2.71184 0.17303
H -2.93178 1.51719 0.93250
H -2.20279 2.78681 1.91652
O -4.02685 -1.85786 -4.25774
S -3.02225 -2.64008 -4.91170
O -3.44213 -3.76162 -5.68129
O -2.21555 -1.71259 -5.90532
C -1.82588 -0.38573 -5.46648
C -2.85765 0.63386 -5.89177
C -1.75743 -3.09899 -3.78334
H -0.84326 -0.20752 -5.90213
H -1.65101 -0.34746 -4.38662
H -2.75597 0.82555 -6.96169
H -2.63150 1.58520 -5.40895
H -3.86712 0.33016 -5.63750
H -0.92667 -3.54544 -4.32564
H -2.14483 -3.83831 -3.08605
H -1.41063 -2.20340 -3.27564
O -0.63469 7.01731 -2.09014
S -1.04119 6.10989 -1.07152
O -1.50790 6.55822 0.18281
O -2.13672 5.12520 -1.63310
C -1.85856 4.40417 -2.85823
C -3.16524 4.16700 -3.57458
C 0.32297 5.02449 -0.71502
H -1.42176 3.45202 -2.54546
H -1.17137 4.97159 -3.48307
H -2.92702 3.83450 -4.58811
H -3.75999 5.07457 -3.64053
H -3.72958 3.35645 -3.11830
H 1.13628 5.70363 -0.47387
H 0.56126 4.38646 -1.56042
H 0.02527 4.43294 0.14586
F -5.40492 1.53899 5.64262
C -4.37813 0.82722 5.11746
C -4.46395 -0.55411 5.16320
C -3.48051 -1.31291 4.55558
C -2.42712 -0.67000 3.93054
C -2.38751 0.71387 3.85522
C -3.36840 1.48334 4.46518
H -5.29914 -1.00814 5.68083
H -3.56084 -2.39111 4.57451
H -1.67422 -1.19849 3.35730
H -1.51634 1.18816 3.42142
H -3.32457 2.56249 4.40124
F -3.31670 -4.01979 2.61984
C -3.63086 -3.67447 1.34062
C -4.15439 -4.65175 0.51066
C -4.50246 -4.28989 -0.78556
C -4.33165 -2.98511 -1.22765
C -3.66018 -2.08821 -0.40495
C -3.37625 -2.39120 0.91190
H -4.33419 -5.64409 0.90198
H -4.94590 -5.04916 -1.41976
H -4.65556 -2.70893 -2.21935
H -3.50405 -1.08219 -0.77455
H -2.99204 -1.64235 1.58798
```

Output
Total energy, a.u.: -8421.1515
Orbital gap, eV: 9.53
Total charge: -1
LUMO energy, eV: 1.983


ORCA calculation (wB97M-V/def2-TZVPD) on a molecular structure, C38H74F30N10O24S10.

Structure (XYZ):
```
186
Properties=species:S:1:pos:R:3
C -0.34258 0.80598 -2.03022
N -1.04544 0.62610 -0.71788
C -0.67992 -0.82402 -0.28858
C -0.50249 1.57817 0.37811
C -2.58811 0.91095 -0.82878
C -3.35372 -0.06864 -1.89993
O -3.19159 -1.38538 -1.45162
H 0.70809 0.56379 -1.87039
H -0.37235 1.86351 -2.29259
H -0.72801 0.08854 -2.75466
H -0.68090 -1.44667 -1.18323
H -1.26706 -1.06847 0.59664
H 0.39474 -0.80292 -0.10757
H -0.66219 2.60671 0.05452
H 0.57013 1.46064 0.53235
H -0.91378 1.32184 1.35444
H -2.54116 1.92572 -1.22393
H -3.07721 0.90217 0.14528
H -2.96070 -0.05151 -2.91647
H -4.41261 0.18834 -1.92873
H -3.73205 -1.98567 -1.97043
C 2.00239 -4.14329 5.07046
N 3.17359 -4.50728 4.07430
C 4.42423 -4.92391 4.93812
C 2.67778 -5.65374 3.22646
C 3.45138 -3.21475 3.19617
C 2.23408 -2.53200 2.55549
O 2.72161 -1.52761 1.68398
H 0.97687 -4.16095 4.70153
H 2.24750 -3.12129 5.35949
H 2.03395 -4.80790 5.93382
H 5.27909 -5.12225 4.29162
H 4.21062 -5.76154 5.60209
H 4.61897 -4.05348 5.56464
H 1.73398 -5.51207 2.69989
H 2.62148 -6.49380 3.91872
H 3.41519 -5.85123 2.44844
H 4.13166 -3.65071 2.46455
H 3.94458 -2.40059 3.72722
H 1.58795 -1.99091 3.24674
H 1.68922 -3.24524 1.93701
H 2.98436 -1.85954 0.82236
C -1.55300 -4.09219 -3.31194
N -1.64440 -5.17536 -2.20735
C -1.45434 -4.59323 -0.77890
C -3.02746 -5.89779 -2.27496
C -0.51899 -6.23188 -2.60786
C -0.06264 -7.12352 -1.45043
O -1.07846 -7.74549 -0.68306
H -1.42259 -4.55294 -4.29112
H -0.66358 -3.52777 -3.03184
H -2.43327 -3.44952 -3.32631
H -1.47938 -5.38647 -0.03174
H -2.25341 -3.88300 -0.56637
H -0.42454 -4.24590 -0.86235
H -3.14508 -6.03365 -3.35005
H -3.67435 -5.14970 -1.81672
H -2.88090 -6.86166 -1.78755
H 0.36036 -5.69421 -2.96249
H -0.87901 -6.80600 -3.46160
H 0.75791 -6.72680 -0.85259
H 0.49062 -7.94118 -1.91242
H -0.75063 -7.79698 0.21775
C -5.60592 5.76010 -2.70444
N -4.14639 5.44486 -2.89368
C -4.06478 3.95928 -3.38411
C -3.59761 6.47012 -3.96611
C -3.44060 5.62226 -1.60563
C -1.92601 5.59534 -1.52736
O -1.40158 4.27377 -1.75356
H -6.14256 5.67205 -3.64909
H -5.61718 6.82206 -2.45907
H -5.95651 5.07703 -1.93075
H -4.60363 3.82257 -4.32168
H -4.49833 3.27066 -2.65889
H -3.02861 3.62155 -3.36457
H -2.69476 6.08303 -4.43846
H -3.52887 7.44645 -3.48635
H -4.26999 6.42991 -4.82307
H -3.73302 4.85162 -0.89239
H -3.77136 6.54676 -1.13235
H -1.60507 5.77382 -0.50108
H -1.49185 6.40673 -2.11152
H -0.46276 4.43461 -1.87335
C 3.35599 1.23529 9.31273
C 3.25114 2.09395 8.08861
C 2.24289 1.58170 6.99622
N 2.29579 2.52752 5.76370
C 1.38428 3.69395 6.12102
C 1.74309 1.75565 4.44873
C 2.31675 2.54240 3.33352
C 3.56895 3.22299 3.78974
C 3.72939 2.91581 5.24336
H 2.41591 1.00767 9.81527
H 3.95509 1.71841 10.08460
H 3.82673 0.29738 9.01806
H 4.23797 2.38466 7.72839
H 2.91446 3.07619 8.42019
H 1.24211 1.36502 7.36986
H 2.67250 0.67653 6.56702
H 0.33274 3.41477 6.18754
H 1.60118 4.54095 5.47014
H 1.75051 4.03068 7.09087
H 0.67011 1.61195 4.57584
H 2.14025 0.74089 4.47374
H 1.64175 3.36057 3.08238
H 2.43079 2.00280 2.39335
H 3.56496 4.30406 3.65052
H 4.40225 2.99662 3.12457
H 4.23496 3.65126 5.86915
H 4.32656 2.00571 5.29996
C 3.81934 2.30530 -8.92712
F 4.75352 3.23960 -9.18158
F 2.87869 2.82331 -8.12219
F 3.18376 1.85472 -10.03451
S 4.53998 0.77311 -8.04148
O 5.18170 0.02025 -9.09129
O 5.48783 1.26521 -7.02811
N 3.16470 -0.27489 -7.61524
S 3.00361 0.00456 -6.05082
O 3.88997 -0.79973 -5.22055
O 2.95964 1.45364 -5.67410
C 1.14315 -0.70284 -5.79685
F 0.58128 -0.20906 -4.65161
F 0.46003 -0.44005 -6.88792
F 1.19608 -2.01046 -5.72064
C 1.32336 5.48518 0.42331
F 2.13850 5.75639 1.40017
F 0.70626 4.40340 0.72188
F 0.44397 6.48726 0.34264
S 2.35263 5.15448 -1.19553
O 3.00917 6.40765 -1.41566
O 3.17754 3.95546 -0.91689
N 1.04789 4.82017 -2.28297
S 1.65432 5.26673 -3.63052
O 1.44031 6.68423 -3.94043
O 3.00337 4.73982 -3.92421
C 0.46436 4.31703 -4.77856
F 0.34761 3.07238 -4.38368
F -0.71458 4.99972 -4.69610
F 0.81270 4.40661 -6.05709
C -5.36553 -1.33116 -4.77109
F -6.15098 -0.58736 -3.95902
F -5.78539 -1.24006 -5.96970
F -4.11726 -0.96007 -4.64522
S -5.52157 -3.21560 -4.21797
O -6.89412 -3.54772 -4.46642
O -4.58563 -3.84086 -5.12435
N -4.94826 -3.08101 -2.57278
S -6.16285 -3.49839 -1.62847
O -7.37921 -2.73518 -1.87002
O -6.35853 -4.96769 -1.57623
C -5.50198 -2.96971 0.12185
F -5.67977 -1.67444 0.17754
F -6.24275 -3.55157 1.08378
F -4.23484 -3.27634 0.41571
C -2.86500 -1.41779 5.82206
F -3.12684 -2.52719 5.21280
F -3.92599 -0.70113 6.10875
F -2.44332 -1.76961 7.06605
S -1.55766 -0.35403 4.88163
O -0.20223 -0.77145 5.35811
O -1.66124 -0.53432 3.41077
N -1.82845 1.19373 5.66485
S -2.61092 2.02791 4.58114
O -1.65021 2.55743 3.60438
O -3.78964 1.39567 3.98944
C -3.15489 3.60773 5.56192
F -3.93901 4.33004 4.79984
F -3.89118 3.21621 6.65215
F -2.17336 4.37677 5.89098
C 5.19433 -4.68398 -0.77073
F 5.88289 -3.62658 -1.17470
F 5.54897 -5.74307 -1.49477
F 5.46725 -4.77629 0.48032
S 3.24939 -4.29955 -0.94725
O 2.80200 -4.80307 -2.29081
O 2.65327 -4.95379 0.18523
N 3.23657 -2.57089 -0.70383
S 2.97320 -2.01370 -2.06353
O 3.83688 -2.47591 -3.12896
O 1.56705 -2.04101 -2.33174
C 3.46321 -0.16140 -1.71095
F 2.99033 0.12154 -0.53069
F 4.77425 0.03944 -1.61968
F 2.95302 0.67671 -2.67325
```

Output
Energy relative to the best compared isomer or geometry (same formula, charge and spin), kJ/mol: 447.0
Total energy, a.u.: -10822.8683
Orbital gap, eV: 5.94
Total charge: 0
LUMO energy, eV: -1.289


no.,largest force on an atom (eV Å⁻¹)
1,2.718
2,7.663